{
  "formula": "C26H28F6NO2Tc",
  "method": "ωB97M-V/def2-TZVPD",
  "elements": ["C", "C", "O", "O", "C", "H", "C", "C", "C", "H", "H", "C", "H", "H", "H", "F", "C", "H", "F", "C", "F", "H", "C", "C", "H", "H", "H", "C", "C", "H", "C", "F", "F", "H", "C", "C", "C", "H", "F", "H", "C", "H", "C", "H", "H", "H", "Tc", "H", "C", "C", "C", "C", "C", "H", "H", "H", "H", "H", "H", "H", "C", "H", "C", "N"],
  "coordinates": [[1.10, 0.16, 3.89], [-0.06, -3.61, -5.20], [4.26, -0.82, -0.25], [0.38, 0.01, 1.67], [2.37, -0.19, -1.41], [-1.67, -1.63, 2.84], [2.80, -3.37, -1.98], [1.32, 2.59, 0.32], [-0.13, -0.16, 2.96], [2.86, -2.04, -4.35], [2.21, -3.34, -1.04], [-0.20, -2.26, -0.86], [-0.78, -1.62, 4.39], [1.78, -0.64, -2.21], [0.85, -5.25, -2.34], [2.03, -0.83, 3.74], [-1.25, 0.90, 3.28], [-0.34, 3.31, 1.60], [-1.94, 0.59, 4.42], [1.02, -2.73, -5.29], [1.70, 1.33, 3.57], [-1.17, -2.47, 1.12], [-1.51, -0.48, -1.55], [2.00, -2.71, -4.28], [-0.03, -2.29, 2.90], [0.39, -3.18, -0.89], [3.68, 3.12, -1.20], [2.36, 1.52, -3.20], [-0.03, 2.72, 0.74], [4.64, 1.74, -1.87], [-0.88, 2.10, -0.18], [-0.78, 2.16, 3.42], [0.74, 0.20, 5.20], [-0.02, -1.41, -2.95], [1.86, -3.53, -3.16], [3.81, 2.02, -1.20], [1.33, 1.86, -0.90], [-0.85, -3.61, -5.96], [-2.17, 0.93, 2.26], [1.11, -2.06, -6.15], [-1.06, -1.91, 0.21], [-0.37, 1.55, -2.33], [3.57, -1.10, -1.25], [2.18, 3.04, 0.80], [-2.57, -0.26, 0.41], [1.53, 0.93, -3.62], [0.24, -0.17, -0.30], [2.00, -0.34, -0.34], [-0.69, -1.52, 3.31], [0.86, -4.52, -3.16], [-0.13, -4.53, -4.14], [-0.05, 1.62, -1.29], [-1.83, -0.77, -0.18], [4.71, -2.49, -2.08], [3.41, -4.30, -1.90], [4.05, 1.70, -0.18], [-2.04, 0.23, -2.17], [3.28, 1.18, -3.68], [-0.95, -5.25, -4.08], [2.19, 2.57, -3.48], [2.51, 1.34, -1.68], [-1.97, 2.14, -0.16], [-0.45, -1.35, -1.95], [3.72, -2.20, -2.09]],
  "lowdin_charge": [-0.499, -0.081, 0.094, -0.247, -0.119, 0.093, -0.111, 0.017, -0.390, 0.111, 0.108, -0.122, 0.114, 0.089, 0.123, 0.145, -0.478, 0.118, 0.149, -0.075, 0.148, 0.104, -0.134, -0.059, 0.103, 0.098, 0.107, -0.015, -0.055, 0.099, -0.081, 0.141, 0.147, 0.117, -0.243, -0.020, -0.241, 0.110, 0.108, 0.110, -0.105, 0.123, -0.397, 0.133, 0.120, 0.079, 1.479, 0.093, 0.008, -0.060, -0.069, -0.252, -0.141, 0.149, 0.142, 0.092, 0.140, 0.100, 0.113, 0.108, -0.462, 0.124, -0.166, 0.062],
  "orbital_gap_ev": [7.761, 7.229],
  "e_homo_ev": [-11.2612, -12.0890],
  "charge": 1,
  "spin_multiplicity": 4,
  "energy_ha": -1892.42305
}

***

{
  "formula": "C26H28FN3O3",
  "method": "ωB97M-V/def2-TZVPD",
  "elements": ["H", "H", "H", "H", "H", "C", "C", "H", "C", "H", "H", "C", "C", "H", "H", "C", "H", "N", "H", "C", "C", "H", "C", "C", "C", "C", "H", "H", "H", "C", "C", "O", "H", "F", "C", "C", "C", "C", "C", "H", "C", "O", "H", "H", "H", "C", "H", "H", "H", "C", "C", "C", "N", "N", "O", "H", "H", "C", "H", "H", "C"],
  "coordinates": [[-3.29, 1.34, -1.71], [4.50, -1.17, 0.00], [11.54, -1.68, -0.25], [-7.51, -1.81, 2.08], [-5.07, 2.23, 1.37], [-0.97, 0.52, -0.44], [4.09, 0.94, -0.11], [-10.50, -1.44, -1.17], [5.50, 1.42, -0.05], [-1.94, -0.74, -1.90], [-2.30, -1.15, -0.22], [10.49, -1.64, -0.03], [-6.10, 0.72, 0.29], [7.76, -3.57, 0.44], [-0.53, 1.76, 1.29], [-1.33, 1.12, 0.92], [-6.74, 1.29, -1.66], [6.33, 0.66, 0.70], [10.20, -3.77, -0.09], [-9.91, -2.34, -0.99], [9.85, -0.43, 0.18], [-5.10, 2.49, -0.39], [7.75, 0.87, 0.71], [-3.42, 0.53, -0.96], [8.39, -2.70, 0.36], [-2.62, 1.93, 0.80], [1.00, 2.27, -0.44], [7.99, 1.61, -0.06], [-0.78, 1.31, -1.17], [1.75, 1.51, -0.34], [3.08, 1.88, -0.27], [-9.08, -2.20, 0.13], [10.40, 0.50, 0.11], [-5.62, -0.09, 2.45], [-7.90, -0.34, -0.94], [9.74, -2.81, 0.07], [-8.13, -1.22, 0.11], [-6.90, 0.61, -0.84], [-6.35, -0.17, 1.33], [-9.34, -2.59, -1.89], [8.49, -0.42, 0.46], [5.86, 2.45, -0.59], [-2.46, 2.78, 0.11], [-2.89, 2.33, 1.78], [-10.58, -3.17, -0.76], [2.42, -0.79, -0.16], [-8.50, -0.38, -1.84], [-1.48, 0.31, 1.63], [2.14, -1.83, -0.13], [3.74, -0.41, -0.07], [-2.15, -0.32, -0.92], [1.40, 0.16, -0.28], [7.78, -1.54, 0.55], [-3.70, 1.07, 0.35], [0.15, -0.35, -0.35], [6.03, -0.24, 1.04], [-4.26, -0.09, -1.27], [-5.00, 1.73, 0.40], [3.35, 2.92, -0.32], [8.07, 1.28, 1.68], [-7.34, -1.13, 1.26]],
  "nbo_charge": [0.156, 0.215, 0.218, 0.238, 0.215, 0.101, -0.186, 0.177, 0.674, 0.215, 0.216, -0.158, -0.156, 0.193, 0.217, -0.435, 0.214, -0.609, 0.222, -0.252, -0.247, 0.172, -0.263, -0.228, 0.051, -0.214, 0.209, 0.248, 0.171, -0.263, -0.158, -0.488, 0.220, -0.330, -0.329, -0.268, 0.324, -0.160, 0.496, 0.177, 0.213, -0.636, 0.156, 0.208, 0.202, -0.264, 0.221, 0.219, 0.224, -0.162, -0.404, 0.320, -0.461, -0.436, -0.492, 0.418, 0.217, -0.229, 0.234, 0.206, -0.349],
  "orbital_gap_ev": 9.188,
  "e_homo_ev": -8.3948,
  "smiles": "COc1ccc(CN2CCC(Oc3ccc(C(=O)NCc4ccccn4)cc3)CC2)c(F)c1",
  "energy_ha": -1497.43025
}

***

{
  "formula": "C26H28IN5OSbY",
  "method": "ωB97M-V/def2-TZVPD",
  "elements": ["C", "H", "H", "C", "H", "H", "C", "H", "H", "C", "C", "Y", "H", "C", "H", "Sb", "N", "H", "H", "N", "C", "C", "H", "H", "C", "H", "C", "N", "C", "H", "H", "H", "H", "C", "I", "O", "H", "N", "C", "H", "H", "H", "H", "H", "H", "N", "C", "H", "H", "C", "C", "H", "C", "C", "C", "H", "C", "C", "C", "C", "C", "C", "C"],
  "coordinates": [[2.75, -0.84, 0.51], [4.16, -1.92, 1.79], [-1.92, -4.40, 3.47], [3.58, -1.53, -2.85], [0.61, -2.76, 1.69], [-4.29, 0.60, -2.59], [-0.86, 3.22, 3.36], [-0.19, 3.75, 4.05], [1.50, 1.05, 2.33], [-0.12, -3.53, 1.90], [3.07, -1.69, 1.68], [-0.65, -0.45, 0.08], [-2.59, 4.57, 3.41], [-1.45, -2.91, 2.15], [1.67, 2.85, 2.81], [-3.82, 0.46, 0.52], [-1.35, 1.40, -1.19], [-3.94, 3.01, 2.02], [-4.37, -3.60, 3.77], [-1.09, 1.23, 2.00], [1.71, -0.18, -4.25], [-2.36, 1.63, 1.70], [-0.85, 2.68, -4.25], [0.13, -4.11, 2.81], [3.66, 0.60, -1.34], [-5.07, -1.68, 2.46], [-2.18, 3.61, 3.11], [2.45, 0.49, -3.41], [-2.62, 0.96, -1.28], [0.85, 2.65, -0.94], [4.70, 0.94, -1.53], [-0.20, -4.11, 0.98], [4.30, -2.06, -2.27], [1.84, -1.56, -4.46], [-1.45, -2.35, -2.02], [1.52, -0.56, 0.25], [1.24, 2.58, -2.62], [-1.82, -1.77, 1.53], [-4.02, -2.01, 2.36], [-3.20, 1.78, -4.59], [1.01, 0.47, -4.79], [1.36, 1.53, 4.04], [2.53, -2.66, 1.64], [3.04, -3.28, -4.02], [1.22, -1.98, -5.24], [3.73, -0.20, -0.12], [-3.08, -1.31, 1.63], [0.33, 3.99, -1.98], [2.93, 1.43, -1.26], [2.86, -2.23, -3.83], [3.27, -0.21, -2.61], [2.66, -1.19, 2.59], [-2.35, -3.58, 2.97], [-2.92, 2.74, 2.31], [-2.74, 1.74, -3.59], [4.64, -0.48, 0.24], [-3.28, 1.04, -2.51], [-0.80, 2.19, -2.15], [-1.42, 2.24, -3.39], [-0.31, 2.10, 2.75], [1.15, 1.86, 2.98], [0.46, 2.91, -1.93], [-3.65, -3.15, 3.09]],
  "nbo_charge": [0.747, 0.256, 0.237, -0.261, 0.200, 0.244, -0.225, 0.243, 0.209, -0.637, -0.712, 1.765, 0.253, 0.272, 0.255, 1.171, -0.645, 0.233, 0.256, -0.599, 0.060, -0.065, 0.248, 0.252, -0.267, 0.248, -0.102, -0.453, -0.100, 0.216, 0.252, 0.270, 0.220, -0.242, -0.461, -0.830, 0.276, -0.655, -0.271, 0.261, 0.200, 0.256, 0.263, 0.240, 0.241, -0.513, -0.048, 0.263, 0.242, -0.139, 0.184, 0.265, -0.218, -0.287, -0.108, 0.424, -0.250, 0.249, -0.202, 0.237, -0.651, -0.670, -0.094],
  "orbital_gap_ev": 7.846,
  "e_homo_ev": -13.7140,
  "charge": 2,
  "energy_ha": -1932.49524
}

***

{
  "formula": "C26H28N3O2Pd",
  "method": "ωB97M-V/def2-TZVPD",
  "elements": ["H", "C", "C", "H", "C", "C", "H", "N", "C", "C", "C", "C", "H", "C", "H", "N", "H", "O", "C", "C", "H", "C", "H", "H", "C", "H", "C", "C", "H", "H", "C", "H", "H", "H", "H", "C", "H", "C", "N", "H", "C", "C", "H", "H", "C", "C", "H", "H", "C", "H", "C", "O", "C", "Pd", "H", "C", "H", "H", "H", "H"],
  "coordinates": [[4.06, 4.65, -4.04], [-2.92, 2.71, 4.14], [-1.85, -2.13, -0.30], [-4.76, -1.72, 0.12], [-7.14, -0.53, 0.12], [-3.37, -0.07, -0.18], [5.11, 0.50, -4.28], [-2.19, -0.70, -0.16], [-1.48, 1.67, 2.47], [4.50, 1.29, -3.85], [-5.79, 0.11, -0.06], [-4.34, 3.61, -0.58], [-3.71, 3.85, -1.43], [2.78, 2.02, -2.34], [-1.80, 5.08, 1.99], [0.14, 2.30, 0.04], [-3.55, 2.62, 5.01], [-0.91, 0.61, 2.09], [3.55, 0.99, -2.89], [-2.74, 3.99, 3.54], [3.41, -0.02, -2.56], [1.77, 1.67, -1.33], [-0.47, -1.60, -1.92], [2.36, 4.12, -2.32], [-2.95, -3.17, -0.08], [-0.34, -3.39, 0.63], [-3.31, 1.34, -0.35], [-2.31, 1.61, 3.64], [-3.40, -3.10, 0.91], [5.43, 2.84, -5.01], [-1.30, -2.29, -1.72], [-2.08, -2.10, -2.46], [-1.12, -2.24, 1.75], [-3.23, 4.86, 3.97], [-0.93, -3.30, -1.86], [-0.75, -2.39, 0.73], [-2.50, -4.15, -0.17], [-5.68, 1.49, -0.23], [1.05, 2.72, -0.81], [-2.42, 0.64, 4.10], [2.96, 3.34, -2.76], [-0.47, 3.23, 0.77], [-5.33, 4.04, -0.76], [0.13, -1.72, 0.61], [3.92, 3.63, -3.72], [-1.96, 4.11, 2.45], [-7.94, 0.21, 0.08], [-6.58, 2.09, -0.26], [4.68, 2.61, -4.26], [-3.73, -3.11, -0.84], [-4.65, -0.67, -0.04], [1.62, 0.49, -0.96], [-4.44, 2.12, -0.39], [-0.26, 0.19, 0.10], [-7.20, -1.04, 1.08], [-1.31, 2.98, 1.85], [-3.92, 4.08, 0.31], [-7.33, -1.27, -0.66], [-2.34, 1.79, -0.50], [-0.23, 4.26, 0.51]],
  "nbo_charge": [0.227, -0.136, 0.077, 0.217, -0.636, 0.118, 0.227, -0.384, 0.450, -0.213, -0.015, -0.638, 0.229, -0.107, 0.224, -0.299, 0.230, -0.643, -0.168, -0.229, 0.234, 0.615, 0.209, 0.237, -0.630, 0.246, -0.130, -0.245, 0.222, 0.226, -0.606, 0.227, 0.243, 0.234, 0.231, -0.590, 0.235, -0.131, -0.301, 0.229, -0.164, 0.111, 0.228, 0.168, -0.217, -0.153, 0.226, 0.218, -0.151, 0.223, -0.163, -0.693, -0.017, 1.176, 0.232, -0.191, 0.229, 0.233, 0.198, 0.220],
  "orbital_gap_ev": [7.566, 5.777],
  "e_homo_ev": [-10.8582, -11.2979],
  "charge": 1,
  "spin_multiplicity": 5,
  "energy_ha": -1449.86093
}